Run one
2 unconnected molecules or ions with the total composition C2H10NO, computed with wB97M-V/def2-TZVPD.

The HOMO energy comes out at -14.88 eV. Its charge is +1. The calculation puts the LUMO energy at -3.589 eV.

The geometry in XYZ format:
```
14
C2H10NO | the Open Molecules 2025 dataset | wB97M-V/def2-TZVPD
C -0.418 -2.242 0.051
O -0.397 -1.088 0.914
H -0.985 -1.106 1.671
H -1.387 -2.732 0.003
H -0.182 -1.847 -0.967
H 0.339 -2.950 0.397
C -0.247 1.975 -0.181
N 1.000 1.121 -0.373
H 1.070 0.665 -1.280
H 1.888 1.582 -0.199
H 0.889 0.315 0.270
H -0.705 1.919 -1.182
H 0.053 2.886 0.337
H -0.918 1.501 0.539
```

=====

Run two
2 unconnected molecules or ions with the total composition C2H10NO, computed with wB97M-V/def2-TZVPD.

The HOMO energy comes out at -16.00 eV. Its charge is +1. The calculation puts the LUMO energy at -3.627 eV.

The geometry in XYZ format:
```
14
C2H10NO | the Open Molecules 2025 dataset | wB97M-V/def2-TZVPD
O -0.330 -2.007 1.278
H -0.723 -2.491 1.974
H 0.815 -0.474 -0.975
H 0.184 -2.613 0.843
C 0.377 0.454 0.861
N -0.013 0.108 -0.562
C -0.211 1.315 -1.460
H 1.196 1.245 0.973
H -0.528 0.578 1.377
H 0.933 -0.399 1.369
H -0.942 -0.437 -0.505
H -1.168 1.598 -1.415
H 0.042 1.016 -2.530
H 0.368 2.109 -1.226
```

=====

Run three
2 unconnected molecules or ions with the total composition C2H10NO, computed with wB97M-V/def2-TZVPD.

The HOMO energy comes out at -15.35 eV. Its charge is +1. The calculation puts the LUMO energy at -3.713 eV.

The geometry in XYZ format:
```
14
C2H10NO | the Open Molecules 2025 dataset | wB97M-V/def2-TZVPD
N 1.205 -0.688 1.716
H 1.046 -1.622 1.309
H 0.822 -0.044 0.980
H 2.126 -0.531 1.996
H 0.574 -0.623 2.408
C -0.084 0.239 -1.146
O 0.156 1.064 0.075
C -1.497 -0.460 -1.001
H 0.733 -0.446 -1.200
H -0.078 0.937 -1.995
H 0.134 2.028 -0.166
H -2.376 0.270 -1.221
H -1.529 -1.074 -0.104
H -1.647 -1.260 -1.740
```

=====

Run four
2 unconnected molecules or ions with the total composition C2H10NO, computed with wB97M-V/def2-TZVPD.

The HOMO energy comes out at -16.55 eV. Its charge is +1. The calculation puts the LUMO energy at -3.301 eV.

The geometry in XYZ format:
```
14
C2H10NO | the Open Molecules 2025 dataset | wB97M-V/def2-TZVPD
O 0.783 0.831 -2.030
H 1.552 0.536 -2.554
H 0.031 0.129 -0.516
H 0.644 1.666 -2.492
C -1.201 -1.286 0.680
N -0.494 -0.009 0.372
C 0.723 0.273 1.305
H -0.477 -1.948 1.140
H -2.050 -1.049 1.311
H -1.390 -1.867 -0.244
H -1.092 0.846 0.413
H 0.740 1.364 1.334
H 1.641 -0.012 0.791
H 0.337 0.001 2.277
```

=====

run four is the most stable structure; the next one sits 0.0066 hartree above it.